8 unconnected molecules or ions with the total composition C63H104N12O6 at a distorted geometry, computed with ωB97M-V with the def2-TZVPD basis set.

The charge is +9. As for the spin multiplicity: 2. The value obtained for the HOMO-LUMO gap (alpha / beta) is 5.9 / 2.7 eV. The calculation puts the HOMO energy (alpha / beta) at -25.85 / -25.85 eV.

The geometry in XYZ format:
```
185
C63H104N12O6 ωB97M-V with the def2-TZVPD basis set
N -2.096 -5.322 -11.576
O -1.102 -6.004 -11.632
O -3.027 -5.527 -12.343
O -2.266 -4.504 -10.667
C 1.792 1.541 -13.403
C 1.347 0.108 -13.804
C 2.495 -0.618 -14.572
C 2.402 -2.167 -14.689
C 2.266 -2.738 -13.277
C 0.993 -2.251 -12.486
N 0.949 -0.701 -12.520
O 0.214 -0.049 -11.479
C 0.919 -2.826 -10.955
C -0.272 -2.800 -13.199
C 0.147 0.105 -14.864
H 2.105 2.049 -14.315
H 2.486 1.608 -12.565
H 0.954 2.103 -12.991
H 3.439 -0.305 -14.128
H 2.660 -0.220 -15.573
H 3.341 -2.521 -15.114
H 1.541 -2.543 -15.241
H 3.177 -2.560 -12.707
H 2.243 -3.827 -13.326
H 1.542 -2.397 -10.170
H 1.066 -3.906 -10.932
H -0.060 -2.698 -10.494
H -0.464 -2.362 -14.178
H -1.138 -2.426 -12.653
H -0.367 -3.869 -13.390
H 0.227 -0.593 -15.697
H 0.125 1.074 -15.363
H -0.801 -0.179 -14.407
C -1.177 -1.996 -4.268
C -2.452 -2.710 -4.624
C -3.674 -1.926 -4.005
C -3.867 -0.544 -4.584
C -4.006 -0.554 -6.160
C -2.964 -1.482 -6.936
N -2.566 -2.756 -6.132
O -2.010 -3.860 -6.808
C -1.700 -0.600 -7.247
C -3.587 -2.015 -8.300
C -2.584 -4.125 -4.038
H -0.254 -2.572 -4.333
H -1.245 -1.904 -3.184
H -0.928 -0.964 -4.518
H -3.656 -1.891 -2.915
H -4.554 -2.545 -4.177
H -2.966 -0.011 -4.282
H -4.754 -0.043 -4.198
H -4.051 0.446 -6.593
H -4.934 -1.044 -6.457
H -1.276 -0.149 -6.350
H -1.949 0.131 -8.016
H -1.034 -1.260 -7.802
H -2.801 -2.421 -8.936
H -4.107 -1.285 -8.920
H -4.349 -2.758 -8.061
H -2.547 -4.016 -2.954
H -1.737 -4.807 -4.116
H -3.499 -4.648 -4.315
C 2.283 -6.904 -12.223
C 2.676 -7.310 -10.799
C 2.961 -8.828 -10.799
C 3.752 -9.347 -9.574
C 5.135 -8.746 -9.694
C 5.065 -7.236 -9.460
N 3.914 -6.577 -10.344
O 3.828 -5.208 -10.395
C 6.378 -6.558 -10.026
C 4.789 -6.871 -8.027
C 1.469 -7.060 -9.778
H 2.055 -5.859 -12.437
H 1.336 -7.405 -12.425
H 2.799 -7.372 -13.061
H 3.481 -9.078 -11.723
H 2.039 -9.409 -10.777
H 3.863 -10.412 -9.775
H 3.252 -9.262 -8.609
H 5.514 -8.972 -10.691
H 5.877 -9.145 -9.002
H 7.341 -6.878 -9.628
H 6.463 -5.471 -10.019
H 6.412 -6.852 -11.076
H 3.871 -7.387 -7.746
H 4.609 -5.817 -7.819
H 5.633 -7.124 -7.384
H 0.502 -7.420 -10.130
H 1.328 -5.982 -9.705
H 1.655 -7.461 -8.782
C -3.121 -2.989 -14.293
N -4.268 -3.274 -15.154
C -4.337 -2.660 -16.393
C -5.343 -3.080 -17.289
C -6.218 -4.159 -16.999
C -6.109 -4.746 -15.743
C -5.142 -4.283 -14.837
C -7.252 -4.523 -18.032
C -6.790 -4.897 -19.281
C -7.722 -5.405 -20.221
N -9.051 -5.551 -19.884
C -9.438 -5.290 -18.590
C -8.541 -4.702 -17.672
C -10.064 -5.916 -20.856
H -2.559 -2.092 -14.555
H -2.533 -3.894 -14.448
H -3.334 -3.055 -13.226
H -3.518 -1.964 -16.498
H -5.346 -2.537 -18.223
H -6.834 -5.501 -15.476
H -4.918 -4.836 -13.937
H -5.764 -4.848 -19.615
H -7.455 -5.756 -21.206
H -10.409 -5.524 -18.180
H -8.777 -4.616 -16.622
H -10.303 -6.977 -20.778
H -9.723 -5.680 -21.865
H -10.944 -5.327 -20.600
C -2.055 -13.972 -7.479
N -2.122 -12.913 -8.519
C -2.961 -11.894 -8.409
C -3.010 -10.949 -9.433
C -2.269 -11.007 -10.558
C -1.342 -12.072 -10.683
C -1.299 -13.058 -9.656
C -2.423 -9.948 -11.612
C -1.372 -9.287 -12.250
C -1.602 -8.392 -13.317
N -2.847 -8.228 -13.792
C -3.892 -8.792 -13.176
C -3.737 -9.635 -12.027
C -2.977 -7.411 -15.015
H -2.830 -13.694 -6.765
H -1.131 -13.861 -6.911
H -2.268 -14.984 -7.825
H -3.557 -11.761 -7.519
H -3.789 -10.216 -9.286
H -0.523 -12.104 -11.387
H -0.696 -13.954 -9.666
H -0.356 -9.473 -11.934
H -0.861 -7.979 -13.985
H -4.823 -8.752 -13.723
H -4.589 -10.147 -11.604
H -2.222 -6.625 -15.018
H -3.989 -7.005 -15.001
H -2.717 -8.038 -15.867
C -5.434 -3.936 -10.300
C -6.626 -3.177 -10.863
N -6.869 -1.857 -10.281
C -6.939 -1.492 -8.955
C -7.012 -0.068 -8.792
N -7.126 0.356 -10.056
C -7.213 -0.688 -10.919
C -7.117 1.830 -10.400
H -4.500 -3.380 -10.217
H -5.218 -4.797 -10.932
H -5.737 -4.314 -9.324
H -7.485 -3.834 -10.727
H -6.420 -2.887 -11.893
H -6.747 -2.259 -8.220
H -6.935 0.669 -8.006
H -7.376 -0.533 -11.976
H -7.671 2.413 -9.665
H -7.514 1.992 -11.403
H -6.058 2.088 -10.414
C -7.120 -8.746 -4.565
C -7.003 -8.344 -6.068
N -5.600 -8.232 -6.470
C -4.592 -9.171 -6.277
C -3.424 -8.684 -6.750
N -3.714 -7.465 -7.366
C -5.008 -7.215 -7.217
C -2.815 -6.570 -8.155
H -8.194 -8.867 -4.427
H -6.709 -8.046 -3.838
H -6.757 -9.756 -4.373
H -7.543 -7.445 -6.366
H -7.468 -9.112 -6.687
H -4.865 -10.035 -5.689
H -2.388 -8.984 -6.692
H -5.504 -6.314 -7.547
H -2.624 -6.948 -9.159
H -1.892 -6.477 -7.582
H -3.201 -5.557 -8.266
```



A molecular structure, C46H54ClNO9P2SSiSn, computed with ωB97M-V with the def2-TZVPD basis set.

The charge is -2. As for the spin multiplicity: 1. As for the energy relative to the best compared isomer or geometry (same formula, charge and spin): 0.0 kJ/mol. The value obtained for the HOMO-LUMO gap is 5.9 eV. The calculation puts the HOMO energy at -2.22 eV.

The geometry in XYZ format:
```
116
C46H54ClNO9P2SSiSn ωB97M-V with the def2-TZVPD basis set
Sn 0.124 -1.476 1.869
O 4.010 -2.680 3.623
C 2.843 -2.493 3.276
O 2.300 -1.436 2.829
C 1.886 -3.675 3.383
C 2.295 -4.951 3.728
C 1.342 -5.962 3.758
C 0.018 -5.671 3.466
C -0.308 -4.370 3.131
N 0.616 -3.417 3.095
C -1.720 -3.934 2.765
O -2.628 -4.737 2.976
O -1.785 -2.759 2.289
H 3.339 -5.115 3.954
H 1.636 -6.977 4.002
H -0.768 -6.412 3.479
C 4.290 -0.122 0.132
C 3.123 0.080 -0.831
C 2.411 1.390 -0.510
C 3.608 0.090 -2.279
O 2.129 -0.929 -0.638
Si 2.077 -2.523 -1.083
S 0.510 -3.434 -0.113
O 3.607 -3.072 -0.796
C 4.261 -4.331 -0.833
C 4.862 -4.494 -2.225
C 3.318 -5.492 -0.529
C 5.354 -4.260 0.225
O 1.979 -2.617 -2.747
C 0.875 -2.369 -3.607
C 0.049 -3.643 -3.744
C 0.008 -1.219 -3.093
C 1.488 -1.995 -4.950
H 4.941 0.758 0.114
H 4.871 -1.002 -0.146
H 3.917 -0.276 1.146
H 3.105 2.231 -0.588
H 2.008 1.346 0.505
H 1.575 1.547 -1.197
H 4.320 0.909 -2.422
H 2.768 0.229 -2.964
H 4.100 -0.852 -2.530
H 4.067 -4.513 -2.973
H 5.441 -5.420 -2.291
H 5.519 -3.649 -2.446
H 2.524 -5.562 -1.277
H 2.836 -5.355 0.441
H 3.886 -6.426 -0.522
H 6.042 -3.442 -0.003
H 5.917 -5.196 0.260
H 4.917 -4.066 1.208
H -0.339 -3.939 -2.767
H 0.676 -4.451 -4.131
H -0.789 -3.484 -4.429
H -0.538 -1.512 -2.192
H -0.711 -0.921 -3.861
H 0.634 -0.359 -2.837
H 2.157 -2.791 -5.286
H 2.071 -1.075 -4.855
H 0.708 -1.844 -5.702
C -1.277 2.941 -1.119
P -1.188 1.420 -0.049
C -1.681 2.204 1.531
C -2.973 2.274 2.039
C -3.210 2.870 3.270
C -2.160 3.403 4.003
C -0.866 3.336 3.505
C -0.629 2.729 2.281
C -2.625 0.401 -0.518
C -3.174 0.379 -1.798
C -4.123 -0.575 -2.141
C -4.524 -1.528 -1.214
C -3.970 -1.528 0.060
C -3.029 -0.571 0.406
P -2.873 3.834 -1.351
C -2.357 5.073 -2.634
C -1.081 5.627 -2.732
C -0.778 6.555 -3.719
C -1.749 6.948 -4.631
C -3.023 6.405 -4.551
C -3.317 5.472 -3.563
C -2.984 4.948 0.110
C -4.270 5.263 0.546
C -4.471 6.142 1.604
C -3.380 6.704 2.252
C -2.094 6.385 1.835
C -1.899 5.519 0.770
H -0.948 2.664 -2.126
H -0.506 3.592 -0.702
H -3.797 1.843 1.483
H -4.214 2.886 3.677
H -2.347 3.830 4.980
H -0.037 3.712 4.091
H 0.390 2.614 1.922
H -2.854 1.097 -2.545
H -4.539 -0.582 -3.142
H -5.256 -2.279 -1.488
H -4.241 -2.284 0.787
H -2.599 -0.594 1.404
H -0.306 5.332 -2.034
H 0.221 6.970 -3.777
H -1.510 7.669 -5.403
H -3.785 6.700 -5.263
H -4.310 5.039 -3.506
H -5.118 4.800 0.055
H -5.478 6.368 1.935
H -3.528 7.369 3.094
H -1.237 6.800 2.353
H -0.887 5.271 0.472
Cl -1.007 -1.575 7.338
C -0.753 -1.545 5.557
C -1.383 -0.344 4.829
O -2.226 0.347 5.387
O -0.933 -0.200 3.641
H -1.197 -2.451 5.156
H 0.318 -1.562 5.378
```